2 unconnected molecules or ions with the total composition C3H8N2O, computed with ωB97M-V/def2-TZVPD.

Computed properties:
Relative energy (zero: lowest compared OMol25 entry of this formula, charge and spin)   58.46 kcal per mole
HOMO   -9.52 eV
F_max   0.0479 hartree/bohr
Structure (SMILES)   [H]/N=C/N.CC=O

Each line ends with the natural charge from an NBO analysis.
Geometry (Å):
O1 2.498 -2.122 -2.479  -0.52
C1 2.046 -1.825 -1.407  0.43
C2 0.548 -1.846 -1.108  -0.76
H1 2.768 -1.660 -0.594  0.10
H2 0.238 -1.212 -0.225  0.22
H3 0.052 -1.260 -1.926  0.26
H4 0.387 -2.868 -0.613  0.26
N1 -0.963 2.690 0.660  -0.85
C3 -1.173 1.531 1.414  0.27
N2 -2.237 0.845 1.403  -0.71
H5 -0.003 3.153 0.627  0.39
H6 -1.581 3.072 -0.107  0.41
H7 -0.388 1.419 2.237  0.14
H8 -2.193 0.084 2.119  0.35